(1)
Molecular formula: C5H12NO2
Method: DFT, wB97M-V/def2-TZVPD

```
20
Properties=species:S:1:pos:R:3
C 1.36 -0.06 2.28
C 0.74 0.17 0.88
C 0.95 -0.99 -0.09
C 0.11 -0.76 -1.33
C -1.36 -0.97 -1.04
O -2.26 -0.65 -1.79
O -2.09 1.87 -1.36
N 1.25 1.27 0.12
H 0.96 -0.89 2.86
H 2.45 -0.18 2.23
H 1.17 0.83 2.90
H -0.35 0.30 1.00
H 2.00 -0.97 -0.38
H 0.70 -1.91 0.48
H 0.42 -1.06 -2.32
H -0.68 0.20 -1.14
H -1.42 -1.84 -0.36
H -2.48 1.00 -1.59
H -2.68 2.44 -1.85
H 1.18 2.22 0.51
```

Output
E_tot	-10949.80133	eV
net charge	+1
energy above the lowest of the compared OMol25 structures with the same formula, charge and spin	203.3	kcal per mole


(2)
Molecular formula: C5H12NO2Si
Method: DFT, wB97M-V/def2-TZVPD

```
21
Properties=species:S:1:pos:R:3
C 3.39 -0.05 -0.14
C 3.02 -0.02 1.00
C -3.15 -0.54 -0.79
C 2.76 0.01 2.38
C -1.89 0.00 0.01
N -1.87 1.48 0.14
O 0.92 0.38 -0.88
O -0.38 -1.23 -2.32
Si -0.34 -0.57 -0.91
H 4.06 -0.47 -0.88
H -4.20 -0.48 -0.23
H -3.52 0.11 -1.64
H -2.99 -1.57 -1.13
H 2.60 -1.01 2.75
H 1.94 0.66 2.66
H -1.88 -0.44 1.00
H -1.75 1.98 -0.76
H 1.92 0.59 -0.74
H -2.58 1.87 0.77
H 3.70 0.30 2.78
H 0.25 -0.99 -3.07
```

Output
multiplicity	3
E_tot	-18830.76834	eV
net charge	+1


(3)
Molecular formula: C5H12NO3
Method: DFT, wB97M-V/def2-TZVPD

```
21
Properties=species:S:1:pos:R:3
C -0.30 -0.65 1.50
N -0.42 0.51 0.64
C -1.53 1.19 0.69
O -1.79 2.04 -0.22
C -0.49 -1.97 0.73
C 0.67 -2.43 -0.18
C 1.03 -1.33 -1.20
O 2.12 -0.66 -0.55
H 0.64 -0.65 2.04
H -1.13 -0.67 2.23
H 1.88 0.20 -0.31
H -2.26 1.09 1.52
H -1.43 -1.90 0.18
H -0.68 -2.81 1.40
H 1.56 -2.67 0.41
H 0.32 -3.44 -0.45
H 1.43 -1.77 -2.11
H 0.25 -0.59 -1.33
H -0.46 2.83 -0.86
H 0.90 3.03 -0.39
O 0.41 3.19 -1.21
```

Output
E_tot	-13012.83199	eV
net charge	-1
energy above the lowest of the compared OMol25 structures with the same formula, charge and spin	47.6	kcal per mole